{
  "formula": "C4H8N4",
  "method": "the ωB97M-V functional and the def2-TZVPD basis",
  "elements": ["C", "C", "C", "C", "N", "N", "N", "N", "H", "H", "H", "H", "H", "H", "H", "H"],
  "xyz": [[-1.5818, 1.6436, 0.0571], [-2.1472, 0.3953, 0.0511], [0.0642, 0.1979, -0.0548], [2.4815, 0.4967, -0.0757], [-0.1714, 1.5195, 0.0324], [-1.1202, -0.5393, -0.0556], [-1.1284, -1.9185, -0.0540], [1.3163, -0.3083, 0.0873], [-2.0344, 2.5610, 0.0091], [-3.1224, 0.0647, -0.1067], [3.1656, 0.0803, -0.8986], [2.3905, 1.4728, -0.3075], [3.0121, 0.4165, 1.0057], [-1.4919, -2.4397, -0.8399], [-1.1305, -2.3385, 0.8436], [1.4980, -1.3039, 0.3065]],
  "forces_ev_per_angstrom": [[2.2, -3.6, -0.2], [0.8, 0.8, -0.3], [-1.1, 1.7, 1.0], [3.4, -4.0, 2.5], [-1.0, -1.4, -0.4], [1.8, 0.6, -0.2], [0.4, 0.4, -0.4], [-0.4, -1.6, -0.6], [-1.0, 1.9, 0.1], [-1.5, -0.3, 0.1], [-0.7, 0.3, 1.3], [-1.2, 3.2, -0.5], [-0.5, 0.5, -2.6], [-0.1, 0.5, 0.2], [-0.4, -0.3, 0.5], [-0.7, 1.3, -0.5]],
  "mulliken_charge": [-0.551, -0.314, 0.495, -0.872, -0.633, 0.430, -0.800, -0.172, 0.481, 0.418, 0.239, 0.389, 0.235, 0.193, 0.201, 0.262],
  "smiles": "CNc1nccn1N",
  "energy_ev": -10236.1744,
  "gap_ev": 8.138
}